[1]
The following is a DFT calculation (ωB97M-V with the def2-TZVPD basis set) of an isolated molecule of C4H4O.

HOMO energy, eV: -10.27
Frontier orbital gap, Eh: 0.376
Maximum force, eV Å⁻¹: 4.7
Net charge: 0
SMILES: C#CC(C)=O
Total energy, Eh: -229.90554
LUMO level, eV: -0.041

Last column: natural (NBO) charge in e.
CARTESIAN COORDINATES (ANGSTROEM)
1 C 0.83 -0.02 -0.47  0.51
2 H -1.21 -0.19 -0.04  0.24
3 H -0.01 -1.92 -0.81  0.25
4 O 1.83 -0.33 -1.06  -0.50
5 C -0.22 -1.04 -0.12  -0.70
6 H -1.60 2.30 0.52  0.24
7 H 0.06 -1.47 0.86  0.24
8 C 0.34 1.30 -0.01  -0.10
9 C -0.80 1.66 0.26  -0.18

[2]
The following is a DFT calculation (ωB97M-V with the def2-TZVPD basis set) of an isolated molecule of C4H4O2.

HOMO energy, eV: -10.41
Frontier orbital gap, Eh: 0.383
Maximum force, eV Å⁻¹: 0.8
Net charge: 0
SMILES: O=CC#CCO
Total energy, Eh: -305.19295
LUMO level, eV: 0.011

Last column: natural (NBO) charge in e.
CARTESIAN COORDINATES (ANGSTROEM)
1 C -2.09 1.00 -0.78  0.36
2 O 1.92 -0.99 1.43  -0.68
3 C -1.10 0.37 0.06  -0.14
4 H 1.87 -0.02 -0.43  0.20
5 C 1.31 -0.74 0.19  -0.15
6 H 1.75 -0.21 1.97  0.47
7 C -0.04 -0.19 0.25  0.06
8 H -3.13 1.07 -0.43  0.14
9 O -1.74 1.39 -1.88  -0.48
10 H 1.26 -1.68 -0.37  0.22

[3]
The following is a DFT calculation (ωB97M-V with the def2-TZVPD basis set) of a cluster of 2 separate species, C4H4O2 in total.

HOMO energy, eV: -10.02
Frontier orbital gap, Eh: 0.395
Maximum force, eV Å⁻¹: 3.2
Net charge: 0
SMILES: O=C=O.C#CC
Total energy, Eh: -305.24254
LUMO level, eV: 0.718

Last column: natural (NBO) charge in e.
CARTESIAN COORDINATES (ANGSTROEM)
1 C -0.76 0.48 0.15  0.00
2 O 3.16 0.53 -0.09  -0.52
3 C -1.78 -0.54 -0.09  -0.69
4 H -2.00 -0.78 -1.25  0.25
5 C 2.59 -0.43 -0.25  1.03
6 H -1.50 -1.36 0.52  0.24
7 H -2.63 0.03 0.36  0.25
8 C 0.08 1.34 0.32  -0.30
9 O 2.07 -1.44 -0.34  -0.51
10 H 0.78 2.16 0.68  0.26

[4]
The following is a DFT calculation (ωB97M-V with the def2-TZVPD basis set) of a cluster of 2 separate species, C4H4O2 in total.

HOMO energy (spin up / spin down), eV: -8.66 / -8.39
Frontier orbital gap (spin up / spin down), Eh: 0.291 / 0.237
Maximum force, eV Å⁻¹: 2.5
Net charge: 0
Total energy, Eh: -305.03678
LUMO level (spin up / spin down), eV: -0.751 / -1.937

Last column: natural (NBO) charge in e.
CARTESIAN COORDINATES (ANGSTROEM)
1 H 1.08 0.19 -1.65  0.14
2 C -0.95 0.04 0.05  -0.06
3 O 2.28 -0.86 -0.39  -0.57
4 O 0.65 -0.41 1.68  -0.65
5 H 1.46 -0.92 1.49  0.50
6 C 0.31 0.06 0.44  0.05
7 H -1.03 1.87 0.13  0.17
8 C -2.11 0.37 -0.39  -0.19
9 C 1.27 -0.19 -0.63  0.36
10 H -3.01 -0.11 -0.76  0.25

[5]
The following is a DFT calculation (ωB97M-V with the def2-TZVPD basis set) of an isolated molecule of C4H4O2.

HOMO energy (spin up / spin down), eV: -7.96 / -7.84
Frontier orbital gap (spin up / spin down), Eh: 0.275 / 0.265
Maximum force, eV Å⁻¹: 2.0
Net charge: 0
Total energy, Eh: -305.12254
LUMO level (spin up / spin down), eV: -0.491 / -0.637

Last column: natural (NBO) charge in e.
CARTESIAN COORDINATES (ANGSTROEM)
1 H 1.22 1.33 -0.36  0.29
2 H -1.29 1.08 0.55  0.19
3 C -0.14 -0.81 0.24  0.16
4 C 1.02 -0.06 0.47  0.20
5 C -1.24 0.07 0.16  0.20
6 C 1.97 0.77 0.24  -0.50
7 O -0.15 -1.99 -0.21  -0.70
8 H 3.00 1.11 0.38  0.27
9 H -2.08 -1.19 -0.91  0.51
10 O -2.29 -0.30 -0.56  -0.62

[6]
The following is a DFT calculation (ωB97M-V with the def2-TZVPD basis set) of an isolated molecule of C4H4O2.

HOMO energy, eV: -9.72
Frontier orbital gap, Eh: 0.374
Maximum force, eV Å⁻¹: 5.3
Net charge: 0
SMILES: CC(=C=O)C=O
Total energy, Eh: -305.24393
LUMO level, eV: 0.474

Last column: natural (NBO) charge in e.
CARTESIAN COORDINATES (ANGSTROEM)
1 C 0.29 0.14 0.21  -0.45
2 O 2.02 1.52 1.29  -0.42
3 H -1.21 1.64 -0.42  0.21
4 O -0.22 -1.91 -0.63  -0.55
5 C -1.11 0.48 -0.28  -0.57
6 H -1.96 0.09 0.18  0.23
7 C 1.18 0.88 0.79  0.78
8 C 0.62 -1.23 -0.08  0.40
9 H -1.17 0.14 -1.23  0.23
10 H 1.56 -1.75 0.19  0.14

[7]
The following is a DFT calculation (ωB97M-V with the def2-TZVPD basis set) of an isolated molecule of C4H4O2.

HOMO energy, eV: -9.75
Frontier orbital gap, Eh: 0.393
Maximum force, eV Å⁻¹: 0.6
Net charge: 0
SMILES: O=C1C[C@H]2O[C@@H]12
Total energy, Eh: -305.21075
LUMO level, eV: 0.949

Last column: natural (NBO) charge in e.
CARTESIAN COORDINATES (ANGSTROEM)
1 O 0.79 -0.76 -1.20  -0.45
2 O -0.23 2.23 0.43  -0.51
3 H -1.66 -0.30 -0.84  0.24
4 C -0.13 1.11 0.01  0.57
5 H 0.52 -1.74 0.72  0.21
6 H -1.70 -0.14 0.96  0.24
7 C 1.09 0.25 -0.24  -0.06
8 C 0.23 -0.92 0.08  0.07
9 C -1.07 -0.11 0.06  -0.54
10 H 2.14 0.44 -0.03  0.22

[8]
The following is a DFT calculation (ωB97M-V with the def2-TZVPD basis set) of a cluster of 2 separate species, C4H4O2 in total.

HOMO energy, eV: -8.78
Frontier orbital gap, Eh: 0.323
Maximum force, eV Å⁻¹: 4.0
Net charge: 0
SMILES: O=C=CO.C#C
Total energy, Eh: -305.12922
LUMO level, eV: 0.017

Last column: natural (NBO) charge in e.
CARTESIAN COORDINATES (ANGSTROEM)
1 C 0.96 0.99 0.89  -0.22
2 H 2.90 2.15 0.34  0.25
3 H -0.06 -2.49 1.62  0.23
4 H 0.14 0.50 1.20  0.22
5 O 0.19 -3.52 -1.21  -0.42
6 O -1.51 -1.13 0.89  -0.67
7 C 2.02 1.45 0.53  -0.26
8 C -0.38 -1.99 0.70  -0.24
9 C -0.19 -2.84 -0.36  0.64
10 H -1.89 -1.03 0.06  0.47

[9]
The following is a DFT calculation (ωB97M-V with the def2-TZVPD basis set) of an isolated molecule of C4H4O2.

HOMO energy, eV: -10.21
Frontier orbital gap, Eh: 0.398
Maximum force, eV Å⁻¹: 0.6
Net charge: 0
SMILES: C#C[C@@H](O)C=O
Total energy, Eh: -305.20597
LUMO level, eV: 0.616

Last column: natural (NBO) charge in e.
CARTESIAN COORDINATES (ANGSTROEM)
1 O -0.44 1.63 0.02  -0.68
2 H 3.32 -0.72 -0.57  0.24
3 H -1.09 -1.71 -0.05  0.14
4 C -1.27 -0.62 -0.10  0.44
5 H -0.16 0.18 1.47  0.21
6 C 2.31 -0.43 -0.34  -0.19
7 C -0.15 0.31 0.37  -0.07
8 C 1.19 -0.11 -0.08  -0.05
9 O -2.33 -0.16 -0.44  -0.52
10 H -1.37 1.62 -0.27  0.49

[10]
The following is a DFT calculation (ωB97M-V with the def2-TZVPD basis set) of an isolated molecule of C4H4O2.

HOMO energy, eV: -9.75
Frontier orbital gap, Eh: 0.387
Maximum force, eV Å⁻¹: 0.8
Net charge: 0
SMILES: COC#CC=O
Total energy, Eh: -305.16360
LUMO level, eV: 0.766

Last column: natural (NBO) charge in e.
CARTESIAN COORDINATES (ANGSTROEM)
1 H -1.55 0.64 0.97  0.20
2 H -1.61 -0.86 0.00  0.20
3 C 1.53 0.68 -0.20  -0.33
4 H -2.73 0.49 -0.38  0.20
5 C 2.07 -0.59 0.29  0.38
6 C 0.39 0.80 -0.63  0.45
7 C -1.74 0.23 -0.02  -0.25
8 O 1.45 -1.23 1.11  -0.54
9 O -0.83 0.82 -1.00  -0.46
10 H 3.00 -0.97 -0.15  0.13

[11]
The following is a DFT calculation (ωB97M-V with the def2-TZVPD basis set) of an isolated molecule of C4H4O2.

HOMO energy, eV: -10.38
Frontier orbital gap, Eh: 0.415
Maximum force, eV Å⁻¹: 0.6
Net charge: 0
SMILES: C#CCOC=O
Total energy, Eh: -305.21790
LUMO level, eV: 0.916

Last column: natural (NBO) charge in e.
CARTESIAN COORDINATES (ANGSTROEM)
1 H -0.01 1.29 0.15  0.25
2 C 1.31 -0.24 0.02  -0.06
3 H 0.47 0.70 1.80  0.22
4 C 0.23 0.41 0.77  -0.17
5 H -2.71 -0.84 -0.02  0.13
6 O -1.57 0.47 -1.09  -0.58
7 H 2.87 -0.65 -1.59  0.24
8 O -0.96 -0.39 0.90  -0.49
9 C -1.79 -0.24 -0.15  0.64
10 C 2.17 -0.50 -0.78  -0.19

[12]
The following is a DFT calculation (ωB97M-V with the def2-TZVPD basis set) of an isolated molecule of C4H4O2.

HOMO energy, eV: -10.53
Frontier orbital gap, Eh: 0.419
Maximum force, eV Å⁻¹: 0.6
Net charge: 0
Total energy, Eh: -305.13801
LUMO level, eV: 0.873

Last column: natural (NBO) charge in e.
CARTESIAN COORDINATES (ANGSTROEM)
1 O 1.17 -0.17 0.15  -0.49
2 C -1.24 0.97 0.30  -0.38
3 H -1.99 0.67 -0.41  0.28
4 C -0.48 1.63 1.07  0.01
5 H -0.68 -0.97 0.57  0.25
6 C 1.04 -0.50 -1.14  0.65
7 C -0.05 -0.12 0.87  -0.13
8 O 0.00 -0.78 -1.68  -0.59
9 H 2.02 -0.47 -1.64  0.14
10 H 0.21 -0.25 1.92  0.26

Question: Which formula does entry 3 have?
Answer: C4H4O2

Question: Which of these has the highest maximum force?
Answer: number 6

Copy entry 7 word for word.
The following is a DFT calculation (ωB97M-V with the def2-TZVPD basis set) of an isolated molecule of C4H4O2.

HOMO energy, eV: -9.75
Frontier orbital gap, Eh: 0.393
Maximum force, eV Å⁻¹: 0.6
Net charge: 0
SMILES: O=C1C[C@H]2O[C@@H]12
Total energy, Eh: -305.21075
LUMO level, eV: 0.949

Last column: natural (NBO) charge in e.
CARTESIAN COORDINATES (ANGSTROEM)
1 O 0.79 -0.76 -1.20  -0.45
2 O -0.23 2.23 0.43  -0.51
3 H -1.66 -0.30 -0.84  0.24
4 C -0.13 1.11 0.01  0.57
5 H 0.52 -1.74 0.72  0.21
6 H -1.70 -0.14 0.96  0.24
7 C 1.09 0.25 -0.24  -0.06
8 C 0.23 -0.92 0.08  0.07
9 C -1.07 -0.11 0.06  -0.54
10 H 2.14 0.44 -0.03  0.22